Entry 1:
{
  "formula": "C52H65N13",
  "method": "wB97M-V/def2-TZVPD",
  "elements": ["N", "C", "C", "C", "C", "H", "H", "H", "H", "H", "N", "C", "C", "C", "C", "H", "H", "H", "H", "H", "N", "C", "C", "C", "C", "H", "H", "H", "H", "H", "N", "C", "C", "C", "C", "H", "H", "H", "H", "H", "N", "C", "C", "C", "C", "H", "H", "H", "H", "H", "N", "C", "C", "C", "C", "H", "H", "H", "H", "H", "N", "C", "C", "C", "C", "H", "H", "H", "H", "H", "N", "C", "C", "C", "C", "H", "H", "H", "H", "H", "N", "C", "C", "C", "C", "H", "H", "H", "H", "H", "N", "C", "C", "C", "C", "H", "H", "H", "H", "H", "N", "C", "C", "C", "C", "H", "H", "H", "H", "H", "N", "C", "C", "C", "C", "H", "H", "H", "H", "H", "N", "C", "C", "C", "C", "H", "H", "H", "H", "H"],
  "positions_angstrom": [[5.9860, 18.1140, 6.9420], [6.4770, 16.7710, 7.1320], [7.6400, 16.7410, 6.1210], [7.7050, 18.0870, 5.3510], [6.7020, 18.9630, 6.0590], [5.1540, 18.3370, 7.5740], [6.1010, 16.0170, 7.8960], [8.2800, 15.8280, 5.7800], [8.2950, 18.5290, 4.4900], [6.3080, 19.9230, 5.8030], [4.8850, 20.6130, -0.6370], [5.8200, 21.0330, -1.5480], [6.4400, 22.3110, -1.0510], [5.7790, 22.6210, 0.2970], [4.6470, 21.5610, 0.3450], [4.3570, 19.7630, -0.7250], [5.9040, 20.4040, -2.3900], [7.1470, 22.9030, -1.5930], [5.9080, 23.4900, 0.8480], [3.8500, 21.6300, 1.0370], [7.1750, 19.6110, 0.1070], [8.5240, 19.5470, -0.2070], [9.1920, 18.5780, 0.6210], [8.1600, 18.1470, 1.5260], [6.8410, 18.7720, 1.2600], [6.6190, 20.3390, -0.3630], [8.9650, 20.1670, -0.9660], [10.1890, 18.3530, 0.4260], [7.9620, 17.4740, 2.4120], [5.9500, 18.8760, 1.6930], [4.9420, 16.4130, 4.3540], [5.2650, 16.1280, 3.0400], [4.0320, 15.2280, 2.6230], [3.0820, 15.2250, 3.7450], [3.6930, 15.8870, 4.8520], [5.5720, 16.8850, 5.0910], [6.3080, 16.4550, 2.5840], [3.9930, 14.8700, 1.6400], [2.0570, 14.8330, 3.7080], [3.5560, 16.1120, 5.8950], [-1.2120, 15.8410, 1.3310], [-0.1480, 14.8600, 1.3760], [1.0910, 15.5830, 0.9110], [0.6720, 16.9460, 0.5610], [-0.8600, 17.0340, 0.8390], [-2.0960, 15.9280, 1.6100], [-0.2630, 13.8730, 1.8560], [2.0770, 14.9910, 0.7910], [1.1410, 17.8450, 0.1110], [-1.6680, 17.8640, 0.6860], [-0.8970, 23.0120, 7.1650], [0.1050, 21.9960, 6.9380], [0.1580, 21.9940, 5.4040], [-0.7140, 23.1210, 4.8930], [-1.2950, 23.6960, 6.1370], [-1.4130, 23.2310, 8.0740], [0.6370, 21.4230, 7.6190], [0.7800, 21.4470, 4.9100], [-0.9000, 23.4780, 3.8730], [-1.9190, 24.5980, 6.5710], [8.1690, 22.7680, 4.5880], [7.7390, 24.0610, 4.7400], [6.6150, 24.2690, 3.6970], [6.4630, 22.8740, 3.0690], [7.4630, 22.0200, 3.5290], [8.8550, 22.3040, 5.2550], [8.0780, 24.6240, 5.5430], [6.0030, 25.2620, 3.5910], [5.7370, 22.7350, 2.3980], [7.8190, 21.0930, 3.2410], [1.0050, 25.7060, 1.5850], [1.9650, 26.6100, 1.8980], [3.2710, 25.8460, 1.9640], [2.9280, 24.4610, 1.4190], [1.4400, 24.5020, 1.0400], [0.0260, 26.0080, 1.6160], [1.6630, 27.5500, 2.3670], [4.1710, 26.3300, 2.3930], [3.8610, 23.9010, 1.2760], [0.9540, 23.6400, 0.5700], [-3.3350, 19.8710, 0.4970], [-3.1420, 19.7650, 1.8980], [-2.1610, 20.9120, 2.2980], [-1.9730, 21.7240, 1.0430], [-2.6380, 20.9860, 0.0060], [-3.8260, 19.2760, -0.0480], [-3.6350, 18.8830, 2.2850], [-1.7760, 21.1460, 3.3720], [-1.6860, 22.6230, 1.0220], [-2.5150, 21.2730, -1.0250], [-0.0510, 16.1200, 8.4660], [0.1880, 17.4660, 8.7980], [0.2750, 18.2240, 7.4240], [0.0890, 17.0890, 6.4020], [-0.0760, 15.8300, 7.1430], [0.0090, 15.4250, 9.2250], [0.2950, 17.7980, 9.7300], [0.4140, 19.2420, 7.4420], [-0.0950, 17.2180, 5.2640], [-0.2290, 14.7740, 6.8070], [1.0370, 21.1990, -2.5100], [1.1900, 21.4150, -1.1160], [0.3210, 20.4230, -0.4770], [-0.2530, 19.5080, -1.5470], [0.3470, 20.1420, -2.8810], [1.4420, 21.8530, -3.3000], [1.7400, 22.1360, -0.7370], [0.2060, 20.2750, 0.5940], [-0.9280, 18.7400, -1.3110], [-0.0050, 19.8290, -3.8210], [2.9830, 18.5240, 3.0330], [1.6040, 18.7100, 2.8370], [1.3870, 20.2380, 2.6860], [2.7850, 20.8460, 2.9200], [3.7450, 19.6220, 3.2050], [3.5960, 17.6750, 3.4850], [0.9320, 17.7520, 2.7740], [0.5320, 20.6730, 2.6670], [3.1360, 21.9660, 2.6920], [4.6920, 19.6410, 3.4410], [2.7130, 18.3290, -1.0370], [3.3860, 18.1060, 0.2370], [4.6190, 17.2970, -0.2060], [4.6770, 17.1870, -1.8010], [3.2860, 17.7850, -2.1480], [1.7720, 18.8110, -1.0110], [2.8720, 18.4000, 1.2930], [5.4300, 16.8040, 0.5270], [5.2910, 16.6540, -2.5850], [2.7450, 17.7960, -3.1200]],
  "total_charge": 0,
  "relative_energy_kj_mol": 2622.1,
  "homo_energy_ev": -7.029
}

Entry 2:
{
  "formula": "C22H20FN5O2",
  "method": "wB97M-V/def2-TZVPD",
  "elements": ["O", "C", "N", "C", "H", "H", "C", "N", "C", "C", "C", "C", "C", "C", "H", "H", "H", "H", "F", "C", "H", "C", "H", "H", "H", "H", "H", "C", "N", "N", "C", "C", "C", "N", "C", "C", "C", "C", "C", "C", "H", "H", "H", "H", "H", "C", "O", "H", "H", "H"],
  "positions_angstrom": [[-0.1565, -2.3036, 1.4814], [0.1890, -1.9667, 0.3638], [1.3431, -1.3105, 0.1406], [1.8463, -0.7317, -1.0830], [1.2449, -1.0151, -1.9420], [1.8034, 0.3594, -0.9884], [3.2967, -1.1990, -1.2914], [4.1456, -0.8734, -0.1701], [4.8326, 0.3296, -0.1344], [5.8856, 0.5357, 0.7699], [6.6293, 1.6947, 0.8072], [6.3646, 2.7112, -0.0944], [5.3523, 2.5351, -1.0195], [4.6011, 1.3749, -1.0369], [3.8108, 1.2891, -1.7650], [5.1324, 3.3138, -1.7344], [6.9456, 3.6192, -0.0754], [7.4219, 1.7772, 1.5344], [6.2277, -0.4429, 1.6501], [3.6087, -1.4499, 1.0472], [4.2198, -1.1891, 1.9066], [2.1738, -0.9640, 1.2804], [1.7446, -1.4342, 2.1657], [2.1687, 0.1252, 1.4105], [3.6114, -2.5394, 0.9382], [3.7107, -0.7792, -2.2078], [3.2974, -2.2915, -1.3868], [-0.7188, -2.3264, -0.8225], [-2.0038, -1.6891, -0.6107], [-3.0345, -2.5134, -0.4524], [-4.2099, -2.0420, -0.1895], [-4.4279, -0.6529, -0.0542], [-3.3302, 0.1923, -0.2281], [-3.7113, 1.4884, -0.0587], [-5.0491, 1.5193, 0.2295], [-5.8806, 2.6026, 0.4832], [-7.2085, 2.3412, 0.7468], [-7.7072, 1.0360, 0.7597], [-6.8907, -0.0448, 0.5094], [-5.5449, 0.1904, 0.2402], [-7.2780, -1.0520, 0.5211], [-8.7540, 0.8783, 0.9716], [-7.8805, 3.1618, 0.9488], [-5.4972, 3.6118, 0.4747], [-3.0890, 2.2767, -0.1237], [-2.0171, -0.3075, -0.5273], [-1.0012, 0.3531, -0.7111], [-4.9968, -2.7705, -0.0796], [-0.8968, -3.4027, -0.8016], [-0.3236, -2.0255, -1.7919]],
  "smiles": "O=C(Cn1ncc2c([nH]c3ccccc32)c1=O)N1CCN(c2ccccc2F)CC1",
  "total_charge": 0,
  "relative_energy_kj_mol": 0.0,
  "homo_energy_ev": -7.825
}

Entry 3:
{
  "formula": "C9H13N3O2",
  "method": "wB97M-V/def2-TZVPD",
  "elements": ["C", "C", "C", "C", "C", "C", "C", "C", "C", "N", "N", "N", "O", "O", "H", "H", "H", "H", "H", "H", "H", "H", "H", "H", "H", "H", "H"],
  "positions_angstrom": [[-1.1865, 0.0077, 0.3001], [0.0043, 0.4042, 1.0172], [-1.8993, 1.1938, 0.0814], [-1.7262, -1.3192, 0.0659], [1.1875, -0.3626, 1.5838], [2.2844, -0.7023, 0.4342], [2.6749, 0.7132, 0.0042], [-3.0289, 1.5698, -0.8440], [1.7652, -1.6484, -0.6062], [0.0159, 1.7288, 1.1657], [-1.0985, 2.2006, 0.5726], [2.3707, 0.9533, -1.2007], [-1.2596, -2.2134, 0.9447], [-2.5470, -1.6305, -0.7662], [1.5723, 0.2405, 2.3835], [0.7475, -1.1201, 2.1691], [2.9295, -1.2660, 1.0932], [-3.9093, 1.1887, -0.3636], [-3.1244, 2.5878, -1.1653], [-2.9816, 0.8996, -1.7385], [2.5191, -1.8200, -1.2909], [0.7923, -1.2882, -1.2217], [1.7293, -2.6815, -0.1515], [-1.0956, 3.1370, 0.2545], [-1.2081, -3.1114, 0.5507], [1.8978, 0.4184, -1.8086], [2.5743, 1.9200, -1.4636]],
  "total_charge": 0,
  "relative_energy_kj_mol": 211.9,
  "homo_energy_ev": -7.776
}

Entry 4:
{
  "formula": "C34H39N5O4P2V",
  "method": "wB97M-V/def2-TZVPD",
  "elements": ["V", "C", "C", "C", "C", "C", "C", "C", "C", "C", "H", "H", "H", "H", "H", "H", "H", "H", "H", "H", "H", "H", "H", "H", "H", "P", "P", "N", "N", "N", "N", "C", "C", "C", "C", "C", "C", "C", "C", "C", "C", "C", "C", "C", "C", "C", "C", "C", "C", "H", "H", "H", "H", "H", "H", "H", "H", "H", "H", "H", "H", "H", "H", "H", "H", "H", "H", "H", "H", "O", "C", "O", "C", "C", "C", "C", "C", "C", "N", "O", "O", "H", "H", "H", "H"],
  "positions_angstrom": [[-0.3063, 0.9783, -1.5902], [-1.9875, 1.6179, -6.9332], [-2.1501, 0.2997, -6.7689], [-1.2499, -0.7205, -7.4006], [0.2626, -0.3843, -7.4501], [0.8756, 0.3231, -6.2693], [0.7864, 1.6465, -6.0269], [0.3946, 2.5643, -7.1529], [-0.9520, 2.2532, -7.8305], [1.3941, 0.8028, -0.1020], [-2.7101, 2.3143, -6.4799], [-3.0869, -0.0673, -6.3419], [-1.5977, -0.8767, -8.4408], [-1.3834, -1.6924, -6.8947], [0.7842, -1.3481, -7.4561], [0.4910, 0.0779, -8.4237], [1.5964, -0.2858, -5.6994], [1.1380, 2.1091, -5.0932], [1.1658, 2.4724, -7.9335], [0.4003, 3.6168, -6.8459], [-1.3864, 3.1987, -8.1829], [-0.7868, 1.6631, -8.7433], [0.6337, 1.5570, 0.2649], [2.3662, 1.3218, -0.0889], [1.4649, 0.0025, 0.6725], [1.5525, -0.2343, -2.0020], [-1.2858, -1.0071, -1.8289], [2.7825, 0.8092, -2.7446], [2.6107, -1.5101, -1.4500], [-2.1189, 0.4152, -2.6962], [-2.7365, -1.8381, -1.5562], [0.8922, -1.1895, -3.4560], [-0.4880, -1.8764, -3.2476], [2.7098, 2.1785, -2.4907], [3.7255, 2.8103, -3.1971], [4.4125, 1.8047, -3.9476], [3.7962, 0.5792, -3.6663], [3.5808, -1.2468, -0.4826], [4.3033, -2.4058, -0.2535], [3.7869, -3.4070, -1.1325], [2.7190, -2.8460, -1.8240], [-2.0371, 1.7683, -2.2053], [-2.7264, 2.5849, -3.0966], [-3.3064, 1.7513, -4.0618], [-2.8855, 0.4368, -3.8134], [-3.9031, -2.0985, -2.2811], [-4.7264, -2.9363, -1.5390], [-4.0481, -3.1958, -0.2980], [-2.8513, -2.5165, -0.3421], [1.6170, -1.8718, -3.9448], [0.7449, -0.3192, -4.1233], [-1.0943, -1.7095, -4.1670], [-0.4413, -2.9740, -3.0484], [2.0042, 2.5727, -1.7775], [3.9624, 3.8645, -3.1725], [5.2563, 1.9452, -4.5995], [4.0157, -0.4182, -4.0274], [3.6240, -0.2870, 0.0078], [5.0946, -2.5016, 0.4703], [4.1424, -4.4155, -1.2568], [2.0213, -3.2624, -2.5388], [-1.7330, 1.9204, -1.1392], [-2.7807, 3.6596, -3.0098], [-3.9307, 2.0553, -4.8895], [-3.1081, -0.4312, -4.4143], [-4.0889, -1.6792, -3.2457], [-5.6972, -3.3065, -1.8382], [-4.4032, -3.7934, 0.5222], [-2.0613, -2.4117, 0.3592], [-0.4951, -1.4381, 1.0473], [-0.9654, -0.3945, 1.6064], [-1.4721, 0.6229, 1.0258], [-0.8965, -0.3260, 3.1457], [-1.5412, 0.7272, 3.8359], [-1.6061, 0.7430, 5.2242], [-0.9179, -0.2516, 5.9564], [-0.2491, -1.3005, 5.2848], [-0.1995, -1.2917, 3.8937], [-0.7275, -0.1189, 7.3738], [-1.3102, 0.8003, 7.9929], [0.0196, -0.9479, 7.9487], [-1.9939, 1.5478, 3.2818], [-2.1201, 1.5330, 5.7692], [0.2995, -2.0529, 5.8582], [0.3619, -2.0707, 3.3927]],
  "total_charge": 0,
  "homo_energy_ev": [-7.857, -7.615],
  "spin_multiplicity": 4
}

Entry 5:
{
  "formula": "C7H15N4O",
  "method": "wB97M-V/def2-TZVPD",
  "elements": ["C", "C", "C", "C", "C", "C", "C", "N", "N", "N", "N", "O", "H", "H", "H", "H", "H", "H", "H", "H", "H", "H", "H", "H", "H", "H", "H"],
  "positions_angstrom": [[-0.0569, 0.3319, 0.2119], [0.6434, 1.4267, -0.1471], [1.8272, 1.3225, 3.0772], [0.4019, -2.2491, -0.3918], [-0.8931, -0.4416, -2.1047], [-2.3005, 0.2965, -0.3938], [-1.0565, -1.8094, -0.1971], [1.3408, 1.9923, 0.8505], [0.5571, 2.1393, -1.3013], [2.7154, 0.7652, 3.8074], [-1.0297, -0.3838, -0.6554], [1.8106, 1.1885, 1.7993], [1.0039, -1.3082, 0.0539], [0.8770, -3.0774, 0.0829], [0.7246, -2.2490, -1.4115], [-1.2686, -1.3329, -2.5375], [-1.4754, 0.3577, -2.4851], [0.2273, -0.3033, -2.2307], [-2.8946, 0.4136, -1.3719], [-3.0234, -0.1842, 0.3623], [-2.2041, 1.3569, 0.0193], [-1.3579, -1.8835, 0.8612], [-1.7487, -2.5724, -0.7733], [1.0555, 3.0012, -1.4041], [-0.2357, 1.9487, -1.8945], [2.7020, 0.7062, 4.8083], [3.6585, 0.5478, 3.3654]],
  "total_charge": 1,
  "relative_energy_kj_mol": 928.3,
  "homo_energy_ev": [-11.277, -11.798]
}

Entry 6:
{
  "formula": "C31H26MnN3O3S",
  "method": "wB97M-V/def2-TZVPD",
  "elements": ["Mn", "O", "C", "C", "C", "C", "C", "C", "C", "O", "N", "N", "C", "C", "C", "C", "C", "C", "C", "O", "H", "H", "H", "H", "H", "H", "H", "H", "H", "H", "C", "C", "C", "C", "C", "C", "C", "C", "S", "C", "N", "C", "C", "C", "C", "C", "C", "C", "C", "H", "H", "H", "H", "H", "H", "H", "H", "H", "H", "H", "H", "H", "H", "H", "H"],
  "positions_angstrom": [[0.8615, 0.4369, 0.6606], [0.0564, -3.9582, 0.0719], [0.1806, -4.3325, 1.3581], [0.1201, -5.6997, 1.6418], [0.2347, -6.1496, 2.9421], [0.4152, -5.2462, 3.9865], [0.4754, -3.8929, 3.7022], [0.3589, -3.4145, 2.3989], [0.4237, -1.9554, 2.1150], [0.3846, -1.5879, 0.8683], [0.5215, -1.1334, 3.1496], [0.6029, 0.1762, 2.7015], [0.5242, 1.0867, 3.5795], [0.4559, 2.5221, 3.2953], [0.4437, 3.3817, 4.4026], [0.3025, 4.7481, 4.2743], [0.1464, 5.2812, 2.9880], [0.1415, 4.4739, 1.8767], [0.3111, 3.0633, 1.9661], [0.3281, 2.3742, 0.8752], [0.1623, -2.9680, 0.0691], [-0.0147, -6.3838, 0.8134], [0.1883, -7.2137, 3.1444], [0.5080, -5.5961, 5.0070], [0.6183, -3.1644, 4.4891], [0.4472, 0.7707, 4.6256], [0.5522, 2.9367, 5.3873], [0.3075, 5.3952, 5.1422], [0.0240, 6.3533, 2.8695], [0.0243, 4.8877, 0.8822], [-4.2784, 1.6723, -3.8713], [-3.6765, 0.4077, -3.2421], [-4.1359, 0.3380, -1.7853], [-4.2194, -0.8290, -3.9725], [-2.1542, 0.4480, -3.3752], [-1.5753, 0.5129, -4.6589], [-0.2111, 0.5502, -4.8233], [0.6003, 0.5197, -3.6928], [2.3165, 0.5722, -3.5685], [2.1992, 0.4620, -1.8258], [0.9902, 0.4005, -1.3998], [0.0582, 0.4465, -2.4233], [-1.3256, 0.4180, -2.2680], [3.3507, 0.4127, -0.8903], [4.6740, 0.4157, -1.3431], [5.7100, 0.4085, -0.4311], [5.4419, 0.3789, 0.9359], [4.1312, 0.3464, 1.3785], [3.0433, 0.3830, 0.4928], [-5.3678, 1.6551, -3.7865], [-4.0230, 1.7535, -4.9296], [-3.9077, 2.5678, -3.3688], [-5.2269, 0.3116, -1.7495], [-3.8031, 1.2072, -1.2149], [-3.7634, -0.5587, -1.2868], [-5.3080, -0.8706, -3.8869], [-3.8049, -1.7438, -3.5445], [-3.9640, -0.8117, -5.0337], [-2.2073, 0.5373, -5.5377], [0.2204, 0.6080, -5.8154], [-1.7337, 0.3657, -1.2684], [4.9007, 0.4233, -2.4082], [6.7336, 0.4209, -0.7862], [6.2622, 0.3786, 1.6478], [3.9474, 0.3000, 2.4495]],
  "total_charge": -1,
  "homo_energy_ev": [-3.670, -4.443],
  "spin_multiplicity": 6
}

- Which formula does entry 2 have?
  C22H20FN5O2